No. 1
The following is a DFT calculation (ωB97M-V/def2-TZVPD) of a structure of composition C25H25O5PRu in a non-equilibrium geometry.

HOMO-LUMO gap (spin up / spin down) ... 7.234 / 7.410 eV
Spin multiplicity ... 2
Energy above the lowest of the compared OMol25 structures with the same formula, charge and spin ... 18.6 kcal per mole
Expectation value of S² ... 0.7633
Charge ... +1
HOMO energy (spin up / spin down) ... -11.811 / -11.757 eV
LUMO energy (spin up / spin down) ... -4.578 / -4.347 eV
Calculated total energy ... -48432.543 eV

Structure (XYZ):
```
57
Properties=species:S:1:pos:R:3:forces:R:3
Ru -1.083980 1.133679 -0.677489 0.3464 0.5643 1.0659
O -5.268912 0.300540 -0.676011 0.0148 -0.0484 0.0615
C -4.009427 0.505585 -0.362808 0.0610 0.0790 0.0138
O -3.071619 0.099559 -1.022593 -0.0632 -0.0237 -0.0311
C -3.833386 1.240761 0.945051 0.0178 -0.1069 -0.0127
O -2.512365 1.747553 1.064686 0.1556 0.1269 -0.1947
C -2.438882 3.190386 0.973257 -0.0804 0.0897 0.0027
C -2.579809 3.624352 -0.490229 0.0826 -0.0388 0.1662
O -3.154051 4.637337 -0.789822 0.0403 0.0043 -0.0218
O -2.013028 2.783521 -1.317120 -0.2493 -0.3231 -0.6960
H -5.323886 -0.199541 -1.507006 -0.0001 -0.0016 -0.0187
H -3.986799 0.502843 1.736979 -0.0317 0.0313 0.0233
H -4.585920 2.021510 1.054250 0.0258 0.0333 -0.0616
H -1.446461 3.452333 1.339224 -0.0402 0.0159 0.0285
H -3.199459 3.653696 1.598623 -0.0173 -0.0227 -0.0086
C 2.144747 -2.592023 0.713283 -0.0143 -0.0063 0.0024
C 1.762157 -2.770211 -0.733337 0.0630 0.0231 -0.0290
C 2.009652 -3.993476 -1.350111 0.0157 0.0031 -0.0033
C 1.672027 -4.224277 -2.674896 -0.0002 -0.0006 -0.0021
C 1.078274 -3.224923 -3.431482 -0.0038 -0.0022 0.0003
C 0.814768 -2.001697 -2.841836 -0.0259 -0.0157 0.0131
C 1.147192 -1.772816 -1.505026 -0.0855 0.0329 -0.1750
P 0.756066 -0.140996 -0.871110 0.0629 0.0868 -0.3691
C -0.018796 -0.264624 0.775275 -0.4529 -0.3845 0.0299
C 0.395679 0.595542 1.822356 0.0860 -0.0306 -0.1258
C -0.171245 0.525791 3.070664 -0.0282 -0.0331 0.0257
C -1.175957 -0.410222 3.306142 0.0059 0.0189 0.0270
C -1.598347 -1.266985 2.305032 0.0004 0.0171 -0.0008
C -1.038934 -1.229415 1.029786 0.1425 -0.0525 0.0432
C -1.503464 -2.252580 0.029279 0.0151 0.0017 0.0140
C 2.232931 0.825316 -0.737461 0.0670 -0.1013 0.3347
C 3.538311 0.345920 -0.658241 0.0605 -0.0235 -0.0360
C 4.532622 1.200406 -0.217064 -0.0224 -0.0052 -0.0176
C 4.204205 2.497425 0.175496 -0.0718 -0.0037 -0.0247
C 2.903113 2.971148 0.072440 0.1447 0.1141 -0.2000
C 1.907441 2.148112 -0.443675 -0.3219 -0.0572 0.2226
C 0.490504 2.554410 -0.709589 0.2683 0.1542 -0.3273
H 2.981083 -3.243657 0.961359 -0.0065 -0.0087 0.0005
H 1.317064 -2.859023 1.376290 -0.0030 0.0123 -0.0012
H 2.438584 -1.570275 0.949385 0.0065 -0.0010 0.0056
H 2.485734 -4.779340 -0.776404 0.0006 0.0001 0.0001
H 1.881563 -5.188040 -3.119667 0.0012 0.0003 0.0000
H 0.822403 -3.396537 -4.467836 0.0007 0.0002 0.0003
H 0.339191 -1.216913 -3.419563 0.0006 0.0012 0.0007
H 1.192721 1.301303 1.634992 -0.0044 0.0235 0.0013
H 0.162367 1.185951 3.859085 0.0041 -0.0051 0.0032
H -1.626570 -0.477272 4.288745 -0.0039 0.0042 -0.0050
H -2.371419 -1.996223 2.514416 -0.0055 0.0058 -0.0028
H -2.478202 -2.639352 0.322632 -0.0083 0.0084 -0.0097
H -0.806500 -3.093311 0.006114 -0.0142 -0.0074 0.0119
H -1.581650 -1.860348 -0.980560 0.0220 -0.0155 -0.0110
H 3.765783 -0.680669 -0.919051 0.0059 0.0049 -0.0036
H 5.555270 0.855816 -0.150198 -0.0016 -0.0019 0.0081
H 4.979386 3.148971 0.557333 -0.0024 0.0044 -0.0033
H 2.672137 3.991591 0.352407 -0.0076 -0.0018 -0.0054
H 0.462532 2.813898 -1.776286 -0.0964 0.0121 0.0452
H 0.233561 3.489493 -0.208109 -0.0550 -0.1508 0.2459
```
Positions in Å, forces in eV/Å.


No. 2
The following is a DFT calculation (ωB97M-V/def2-TZVPD) of a structure of composition C25H26F4MgN6S in a non-equilibrium geometry.

HOMO-LUMO gap ... 4.665 eV
Energy above the lowest of the compared OMol25 structures with the same formula, charge and spin ... 29.6 kcal per mole
Charge ... -2
HOMO energy ... -0.088 eV
LUMO energy ... 4.576 eV
Calculated total energy ... -62437.326 eV

Structure (XYZ):
```
63
Properties=species:S:1:pos:R:3:forces:R:3
Mg 0.871771 -0.445142 -0.177850 0.5009 0.4245 0.8883
F -3.249689 4.889697 -0.100356 0.1449 -0.0658 -0.0023
C -2.114846 5.568609 -0.001650 -0.2933 0.3837 -0.0003
F -2.246585 6.363219 1.111819 0.0463 -0.1047 -0.0613
F -2.136363 6.468186 -1.045475 0.0403 -0.0777 0.0905
C -0.822326 4.821496 0.012525 0.2538 -0.3435 -0.0542
C 0.294364 5.643958 0.015390 -0.0558 -0.1468 -0.0238
C 1.563113 5.095497 -0.017855 0.0589 0.1136 0.0020
C 1.645348 3.711388 -0.101650 0.0237 0.0247 0.0279
N 0.606663 2.900197 -0.091860 0.0210 -0.0222 -0.1306
C -0.659417 3.393243 0.017957 0.0192 0.4973 0.0379
S -1.917242 2.274888 0.186496 -0.2072 -0.4725 -0.0087
H 0.154573 6.718843 0.038692 0.0363 0.0012 0.0082
H 2.454107 5.707452 0.006266 0.0008 0.0011 -0.0298
H 2.617012 3.227865 -0.169245 -0.0105 0.0292 0.0199
C -1.960170 -1.967334 0.977335 -0.0160 -0.1158 0.1133
N -2.158739 -1.333515 -0.326984 0.3128 0.1255 0.0074
C -3.491384 -0.751227 -0.373746 -0.0375 -0.0318 0.0131
N -4.538837 -1.772594 -0.170324 -0.0463 0.0957 -0.0237
C -4.294065 -2.402432 1.130663 0.0197 -0.0261 -0.0388
N -2.971203 -3.014544 1.225897 -0.0380 0.0244 0.0748
C -2.854907 -4.008125 0.155616 0.0357 -0.0403 -0.0308
N -3.052749 -3.426562 -1.175156 -0.0582 0.0641 -0.0461
C -2.034591 -2.369752 -1.350667 0.0053 -0.2017 -0.0675
C -4.369267 -2.793773 -1.207117 0.0263 -0.0568 0.0464
H -2.047690 -1.206967 1.758527 -0.0031 0.0198 -0.0148
H -0.959838 -2.410739 0.993154 -0.0268 -0.0151 -0.0359
H -3.647483 -0.274031 -1.343579 0.0240 0.0099 0.0107
H -3.580755 0.009346 0.403534 0.0134 0.0061 -0.0229
H -5.054374 -3.174529 1.294375 0.0011 0.0212 0.0110
H -4.387393 -1.638604 1.906911 -0.0136 -0.0200 0.0078
H -3.610829 -4.785417 0.316100 0.0241 -0.0047 -0.0017
H -1.859292 -4.453178 0.194871 -0.0084 0.0171 0.0067
H -2.171096 -1.920599 -2.338281 0.0043 0.0290 0.0124
H -1.031451 -2.800817 -1.272219 0.0227 0.0713 -0.0108
H -5.140127 -3.561727 -1.075415 0.0107 0.0100 0.0074
H -4.505950 -2.319688 -2.183108 -0.0198 -0.0254 0.0011
N 0.977788 -2.347918 -0.328553 -0.1417 -0.0165 -0.4100
C 2.166624 -2.755127 -0.748040 -0.5052 -0.3528 0.0877
C 3.084868 -2.015751 -1.580148 -0.0151 -0.0675 -0.0248
C 4.273198 -2.540541 -2.037833 0.0581 -0.0035 0.0108
C 4.678035 -3.835436 -1.708829 0.1988 -0.0639 -0.1151
C 3.838872 -4.586267 -0.879296 -0.1063 0.0731 0.0903
C 2.648269 -4.077148 -0.410302 0.2173 -0.0378 -0.0106
H 2.808430 -0.992640 -1.846866 0.0254 -0.0460 -0.0961
H 4.911529 -1.928688 -2.670495 0.0098 0.0336 0.0423
H 5.618075 -4.236032 -2.071619 -0.0114 0.0064 0.0040
H 4.130022 -5.593916 -0.587225 0.0224 0.0085 -0.0150
H 2.019845 -4.662723 0.253199 -0.0331 -0.0249 -0.0414
F 8.008828 0.042389 -0.101787 -0.0163 -0.0726 -0.0723
C 6.657413 0.047046 0.153181 -0.1024 -0.0377 -0.0025
C 5.835476 0.900694 -0.553695 0.1691 0.0123 -0.0066
C 4.489830 0.950322 -0.239889 -0.1966 -0.1184 0.1900
C 3.920301 0.183331 0.804961 0.6475 -0.0204 -0.2530
C 2.550896 0.346690 1.206702 -1.2649 0.1576 -0.5404
C 4.793101 -0.747520 1.410315 -0.2663 0.1291 -0.0156
C 6.138382 -0.814750 1.097733 0.1809 0.0401 -0.0282
H 6.247444 1.511349 -1.348784 0.0130 0.0054 0.0177
H 3.835289 1.575994 -0.837904 0.0340 0.0692 0.0523
H 2.297703 -0.080570 2.175745 0.0387 0.0019 0.0118
H 2.167897 1.360099 1.093572 0.2282 0.0957 0.3148
H 4.385757 -1.436900 2.140792 0.0022 0.0243 0.0261
H 6.789034 -1.531074 1.584770 0.0022 0.0062 0.0008
```
Positions in Å, forces in eV/Å.


- Among the records above, which one has the lowest charge?
  C25H26F4MgN6S